No. 1
Below is C5H4I2 in the gas phase in a non-equilibrium geometry, with properties calculated with ωB97M-V/def2-TZVPD.

Properties
Electronic energy in eV: -21444.553
Energy relative to the best compared isomer or geometry (same formula, charge and spin) in kJ/mol: 336.17
Max |F| in Eh/bohr: 0.0490
Spin multiplicity: 1
Total charge: 0
HOMO-LUMO gap in eV: 7.95
Highest occupied orbital energy in eV: -8.88

Geometry (Å):
I: 1.4307 1.5978 -1.8660
I: -3.6064 0.7100 -0.5857
C: -0.5903 0.1227 0.0373
C: 0.3561 -0.8143 0.9638
C: -0.4713 1.4016 -0.7229
C: -1.0192 -0.4028 1.3797
C: -1.5474 0.3598 -1.1460
H: 1.1967 -0.3461 1.5059
H: 0.5311 -1.8841 0.6814
H: -1.4133 -0.2330 -2.1287
H: -0.7911 2.3474 -0.2327

=====

No. 2
Below is C5H12N2O in the gas phase in a non-equilibrium geometry, with properties calculated with ωB97M-V/def2-TZVPD.

Properties
Electronic energy in eV: -10404.409
Energy relative to the best compared isomer or geometry (same formula, charge and spin) in kJ/mol: 387.42
Max |F| in Eh/bohr: 0.1150
Spin multiplicity: 1
Total charge: 0
SMILES: [H]/N=C\NCCCCO
HOMO-LUMO gap in eV: 9.83
Highest occupied orbital energy in eV: -9.27

Geometry (Å):
O: 0.9188 -3.2423 -0.6099
N: 0.7721 3.7073 1.1660
N: 0.3084 1.8595 -0.2402
C: 0.1431 2.5824 1.0307
C: -0.9131 -0.3157 0.4981
C: -0.7283 -1.8075 0.0526
C: -0.5844 0.7122 -0.5368
C: 0.5514 -1.9415 -0.6583
H: 1.9191 -3.2839 -1.0276
H: -0.2661 -0.1128 1.4480
H: 1.4492 3.9538 0.3882
H: 1.3826 -1.3738 -0.0604
H: -0.7429 -2.5176 0.8779
H: -1.5572 -1.8972 -0.7158
H: 0.6150 -1.5019 -1.6984
H: -1.5543 1.3061 -0.8191
H: -0.7697 2.3010 1.6697
H: -0.4270 0.3085 -1.6003
H: 1.2948 1.5112 -0.3406
H: -1.8115 -0.2477 1.1762

=====

Question: Which value of max |F| does entry 2 give?
Answer: 0.1150 Eh/bohr

=====

Question: The lowest HOMO-LUMO gap belongs to which entry?
Answer: C5H4I2